{
  "formula": "C44H60N4O6Si2Sn",
  "method": "ωB97M-V/def2-TZVPD",
  "elements": ["Sn", "C", "O", "C", "O", "N", "N", "H", "H", "H", "H", "H", "H", "C", "Si", "C", "C", "N", "C", "C", "C", "C", "C", "C", "O", "C", "C", "C", "C", "C", "C", "H", "H", "H", "H", "H", "H", "H", "H", "H", "H", "H", "H", "H", "H", "H", "H", "H", "H", "N", "H", "H", "H", "C", "C", "O", "C", "C", "C", "C", "C", "C", "H", "H", "H", "H", "H", "H", "H", "H", "C", "C", "C", "C", "Si", "O", "C", "C", "C", "C", "C", "C", "C", "C", "C", "C", "C", "C", "H", "H", "H", "H", "H", "H", "H", "H", "H", "H", "H", "H", "H", "H", "H", "H", "H", "H", "H", "C", "O", "C", "C", "H", "H", "H", "H", "H", "H"],
  "xyz": [[-2.625114, -1.069566, -2.712922], [-0.033673, 2.856602, 2.039774], [1.420033, 2.985245, 2.246675], [2.040454, 1.809497, 2.275824], [1.467454, 0.759750, 2.077139], [3.331370, 2.063847, 2.601189], [4.344990, 1.087695, 2.724024], [-0.356463, 2.423594, 2.923510], [-0.410064, 2.375465, 0.995789], [-0.417036, 3.835186, 2.035793], [3.643552, 3.037409, 2.453401], [4.000320, 0.588148, 3.510309], [4.164185, 0.454083, 1.968178], [3.719111, -3.312103, 5.133857], [2.948916, -2.772756, 3.513663], [1.949249, -4.303045, 2.763864], [1.543746, -1.602586, 3.978997], [3.932933, -2.017920, 2.367135], [4.697123, -2.670130, 1.456743], [5.083371, -4.086917, 1.609100], [6.008672, -4.642420, 0.734977], [6.501800, -3.927543, -0.370886], [6.052973, -2.648490, -0.634387], [5.278376, -1.982690, 0.328220], [4.903768, -0.649012, 0.050921], [3.781602, -0.636362, -0.788030], [4.064504, -0.184709, -2.097942], [3.018686, -0.179292, -2.991952], [1.712441, -0.498647, -2.633524], [1.460999, -0.889986, -1.328063], [2.525202, -0.988756, -0.404624], [4.560058, -3.961380, 4.947134], [2.896663, -3.786063, 5.608262], [4.026152, -2.446411, 5.600063], [2.436667, -4.627631, 1.886733], [1.007677, -4.095260, 2.477377], [1.834503, -5.013339, 3.413008], [0.827418, -2.026152, 4.673144], [0.837584, -1.467969, 3.164916], [1.707169, -0.619555, 4.360609], [4.797120, -4.472719, 2.606937], [6.383311, -5.452635, 0.871031], [7.105221, -4.456097, -1.111892], [6.258611, -2.222186, -1.433363], [5.129738, -0.030989, -2.450820], [3.248198, 0.172320, -4.073210], [0.711044, -0.375967, -3.087298], [0.412964, -1.175516, -0.922825], [2.478536, -1.377230, 0.614079], [2.909039, -4.652786, -0.959120], [2.354737, -3.829003, -1.398105], [2.508304, -4.891498, -0.029831], [3.881975, -4.294810, -1.022737], [-0.668616, -3.016252, 0.441545], [-1.555261, -1.915818, 0.964256], [-1.671004, -1.021184, 0.103566], [-2.153609, -2.111653, 2.220600], [-1.869972, -3.144132, 3.095030], [-2.133669, -3.171372, 4.503352], [-2.902635, -2.065076, 4.972055], [-3.181792, -0.907742, 4.137010], [-2.899702, -0.975739, 2.761111], [-0.395946, -2.939771, -0.640184], [-1.457044, -3.956111, 0.611419], [0.351183, -3.160454, 1.030695], [-0.976738, -3.738615, 2.793266], [-2.066950, -3.907674, 5.315472], [-3.070269, -1.911082, 5.993958], [-3.537785, -0.105234, 4.843360], [-3.154267, -0.379609, 2.086495], [-2.643462, 4.400675, -4.519501], [-2.263998, 2.952593, -4.187632], [-3.517215, 2.258866, -4.627140], [-1.072933, 2.433390, -4.900430], [-1.996180, 2.524620, -2.342397], [-2.008098, 0.951821, -2.116033], [-0.313249, 3.282906, -1.980831], [-0.063451, 4.663186, -2.013926], [1.113681, 5.172872, -1.481862], [2.134590, 4.344182, -1.032251], [1.967494, 2.979858, -1.152704], [0.737569, 2.457782, -1.577307], [-3.257962, 3.462565, -1.368389], [-3.225781, 4.734481, -0.863522], [-4.223909, 5.340150, -0.083791], [-5.371471, 4.574382, 0.177104], [-5.406904, 3.263979, -0.387008], [-4.388534, 2.712617, -1.146626], [-2.762676, 4.477079, -5.641799], [-1.911024, 5.200525, -4.247933], [-3.604998, 4.638354, -3.980531], [-3.692992, 2.477476, -5.712536], [-4.478769, 2.466357, -4.187065], [-3.382295, 1.186288, -4.531650], [-1.274001, 2.390577, -5.944451], [-0.904917, 1.379020, -4.618348], [-0.103179, 3.018318, -4.848609], [-0.803896, 5.320797, -2.435788], [1.231162, 6.266409, -1.409595], [3.014380, 4.756805, -0.593846], [2.789377, 2.297943, -0.946867], [0.619591, 1.301568, -1.665821], [-2.291245, 5.215956, -0.976430], [-4.074728, 6.322605, 0.329468], [-6.176707, 4.929461, 0.973849], [-6.341778, 2.516219, -0.173690], [-4.670905, 1.602319, -1.526331], [-4.704077, -0.497790, -0.166152], [-5.465195, -0.439869, -1.381280], [-4.745652, -1.133804, -2.392024], [-5.698801, -1.989154, -3.207517], [-3.697511, -0.244813, -0.425367], [-4.731075, -1.501736, 0.198307], [-4.982893, 0.238757, 0.448703], [-6.414183, -2.523927, -2.528700], [-5.276992, -2.633254, -3.956295], [-6.386283, -1.232651, -3.641250]],
  "atomic_forces_ev_per_a": [[-0.868, 0.178, -0.366], [0.959, -0.444, -3.100], [-2.054, 1.051, -0.956], [-0.188, -0.490, -0.162], [0.795, 0.031, 0.215], [0.833, 1.571, -0.280], [-0.882, 0.818, -0.213], [-1.187, -1.531, 1.218], [1.347, 0.641, 2.708], [-0.157, 1.522, -0.112], [-0.369, -1.158, 0.218], [0.361, -1.068, 0.900], [0.476, -0.904, -0.624], [-0.266, -1.100, -2.084], [-1.157, 0.187, -1.260], [3.413, 4.219, -1.322], [-0.916, -0.615, -0.026], [0.283, -0.530, -0.644], [0.444, -0.239, 0.812], [0.551, 2.126, 0.043], [-4.091, 9.743, -1.378], [-0.505, -0.901, -0.300], [-2.340, -3.102, 8.277], [-0.505, -1.028, -0.342], [-0.604, -0.749, 0.216], [2.060, 1.222, -1.299], [0.538, -0.898, 0.122], [0.086, 1.286, -3.067], [-1.634, -0.151, 1.328], [-0.299, -1.129, 1.970], [-0.581, -0.491, 0.399], [0.225, -0.401, 0.215], [-0.493, -0.620, 0.991], [0.697, 1.844, 1.399], [0.849, -0.653, -0.839], [-3.244, 1.297, -0.899], [-0.171, -4.566, 3.865], [0.091, -0.664, 0.836], [0.356, 0.231, -0.775], [0.628, 0.796, 0.158], [0.247, -0.422, -0.969], [4.086, -9.973, 1.842], [0.001, 0.159, 0.230], [2.100, 4.127, -7.255], [-1.475, 0.049, 0.700], [-0.522, -0.667, 1.852], [1.246, 0.065, -1.207], [1.871, 0.904, -1.170], [-0.541, 0.228, -0.132], [-1.174, 1.827, -1.516], [0.902, -1.967, 1.267], [1.091, 0.785, -1.000], [-0.861, -0.635, 1.084], [0.134, -3.281, 1.311], [2.814, 0.010, -5.771], [-1.090, 0.004, 2.782], [-2.894, 2.515, 4.473], [3.298, -1.189, 1.166], [-3.242, 2.411, -0.265], [1.826, 0.677, -3.159], [0.260, -1.724, 1.231], [2.247, -6.267, 5.841], [-0.698, 0.145, 1.063], [2.598, 1.655, -0.649], [-2.356, 0.126, -1.065], [-1.308, -0.331, 0.013], [0.980, -0.355, -1.200], [-0.403, -0.216, 1.442], [-0.040, -0.194, -1.970], [-2.039, 5.936, -5.176], [0.392, 1.180, 0.034], [-1.278, 1.622, 1.403], [-0.161, -1.722, -1.912], [1.691, -0.423, -0.482], [0.983, 0.232, -0.984], [-0.349, -0.397, 0.218], [0.292, -0.076, 0.322], [0.281, -0.522, 0.402], [-0.036, 1.044, -0.090], [-0.787, -0.136, -0.273], [-0.179, -0.677, -0.194], [0.177, -1.940, -0.268], [-0.144, -1.048, -0.366], [0.050, 0.830, 0.836], [-0.473, -1.384, -0.411], [-0.676, -0.348, 1.173], [-3.068, -0.964, 1.397], [-2.660, -2.359, -0.168], [-0.191, 0.038, 0.999], [-0.318, -0.637, -0.070], [0.852, -0.037, -0.786], [0.205, -0.264, 0.403], [-0.054, 0.535, 0.850], [-0.181, -0.368, -0.148], [-0.332, -0.028, -1.361], [0.268, 0.375, 0.080], [-1.162, -0.548, 0.565], [-0.103, 0.288, 0.081], [0.020, -0.515, -0.113], [0.582, 0.236, 0.129], [-0.150, 0.036, 0.205], [0.068, 2.568, 0.474], [0.670, 0.943, -0.087], [-0.014, 0.191, 0.085], [1.650, -0.766, -2.063], [2.200, 2.156, -0.413], [1.380, 2.725, 0.642], [0.848, -1.531, -3.473], [0.200, -0.331, -0.137], [1.271, -0.344, -0.056], [-1.396, 1.557, 1.589], [0.751, -0.012, 0.150], [-0.055, -0.658, 0.681], [-1.793, 2.566, 2.725], [0.698, -0.193, -0.340], [0.334, -0.149, -0.297], [0.152, -0.478, -0.586]],
  "total_charge": -2,
  "relative_energy_kj_mol": 0.0
}